1.
# C31H39CoNOP3

C31H39CoNOP3 as an isolated structure (ωB97M-V/def2-TZVPD, OMol25).

```
! RIJCOSX wB97M-V def2-TZVPD def2/J DEFGRID3
* xyz 1 4
Co -0.80261 -0.80893 -0.87069
N -0.06021 1.02947 1.10991
P -0.25311 -0.63093 1.44571
C -0.56921 -0.42713 3.23951
C 0.27619 -0.89973 4.23621
C 0.00079 -0.61523 5.56481
C -1.11331 0.13467 5.90451
C -1.96881 0.59427 4.91431
C -1.70041 0.30797 3.58861
C 1.38809 -1.41713 1.44531
C 2.59489 -0.75413 1.27001
C 3.78119 -1.46813 1.32201
C 3.76559 -2.83853 1.53051
C 2.55949 -3.50593 1.67871
C 1.37469 -2.79843 1.62521
P -0.26861 1.45357 -0.52739
C 1.40629 1.92657 -1.05399
C 2.16159 2.80707 -0.28389
C 3.45489 3.11217 -0.66259
C 3.98879 2.54737 -1.81209
C 3.23599 1.67527 -2.58199
C 1.94329 1.36027 -2.20119
C -1.07591 3.07977 -0.38529
C -1.77001 3.44687 0.76221
C -2.40261 4.67567 0.82171
C -2.35941 5.53207 -0.26599
C -1.68211 5.16207 -1.41859
C -1.04461 3.93697 -1.48159
H 0.49369 1.60937 1.73581
H 1.15199 -1.47963 3.98211
H 0.66769 -0.97403 6.33561
H -1.32021 0.35587 6.94131
H -2.83921 1.17787 5.17791
H -2.36391 0.66027 2.80851
H 2.61399 0.31117 1.08021
H 4.72289 -0.95103 1.20921
H 4.69319 -3.38953 1.55261
H 2.54489 -4.57143 1.84541
H 0.42519 -3.30513 1.73781
H 1.73289 3.24817 0.60741
H 4.04609 3.79047 -0.06529
H 4.99749 2.79027 -2.10819
H 3.65789 1.23897 -3.47609
H 1.33919 0.66927 -2.77409
H -1.80161 2.77407 1.60761
H -2.93141 4.96347 1.71811
H -2.85881 6.48737 -0.22049
H -1.65171 5.82777 -2.26729
H -0.50911 3.63757 -2.37299
C 0.84569 -2.16453 -4.01099
C 1.18739 -2.44793 -2.53289
C 0.76109 -3.88643 -2.18039
C 2.70149 -2.28943 -2.30239
O 0.49819 -1.56153 -1.73319
H 1.13319 -3.00823 -4.62939
H 1.36889 -1.28023 -4.36759
H -0.22581 -2.00323 -4.11359
H 1.18019 -4.59763 -2.88519
H -0.32491 -3.94723 -2.21819
H 1.10169 -4.14763 -1.18209
H 3.24279 -2.97923 -2.94319
H 2.94339 -2.50253 -1.26419
H 3.02089 -1.27433 -2.52599
C -3.89471 0.61487 -1.00319
P -3.06431 -1.01863 -1.00619
C -3.89651 -1.83423 -2.41729
C -3.86451 -1.86913 0.40501
H -4.97731 0.50037 -0.99459
H -3.59551 1.16187 -1.89629
H -3.57831 1.18437 -0.13089
H -4.97791 -1.77243 -2.29779
H -3.59791 -2.87953 -2.46259
H -3.60751 -1.34663 -3.34569
H -4.94871 -1.81143 0.32141
H -3.54391 -1.41413 1.34051
H -3.55891 -2.91423 0.40791
*
```

## Properties
Total energy in hartree: -3741.350308
LUMO energy (alpha / beta) in eV: -2.259 / -3.415

***

2.
# C31H39N5O2P2Pt

C31H39N5O2P2Pt as an isolated structure (ωB97M-V/def2-TZVPD, OMol25).

```
! RIJCOSX wB97M-V def2-TZVPD def2/J DEFGRID3
* xyz 2 5
Pt -2.88418 2.30262 1.43708
C -3.19507 -2.72239 1.15417
C -1.93615 -2.39715 1.53001
C -0.72377 -2.14457 0.68412
C -0.78018 -0.88729 -0.22993
C -1.87570 -0.67255 -1.22642
C -2.71896 -1.56206 -1.73172
C -2.74742 -3.01179 -1.42838
C -3.65545 -3.21079 -0.19193
C -3.84251 2.66108 -0.21417
H -3.90467 -2.94951 1.97041
H -1.77161 -2.18628 2.59735
H -0.48408 -3.02877 0.07373
H 0.12775 -2.00126 1.39656
H -0.72545 -0.00030 0.43945
H 0.16180 -0.88777 -0.80568
H -2.06107 0.37879 -1.43026
H -3.57076 -1.20973 -2.30719
H -1.76136 -3.44151 -1.23288
H -3.20676 -3.55377 -2.27281
H -4.64719 -2.76976 -0.43688
H -3.85432 -4.27872 -0.05753
H -3.97887 1.60890 -0.47153
H -3.17526 3.15567 -0.89839
H -4.82653 3.14373 -0.13471
P 0.86957 1.65255 -1.54789
P 2.05128 -0.46881 1.59341
N 1.05077 1.07071 -3.23127
N 1.70262 3.14989 -1.94852
N 3.05709 -1.75472 0.92674
N 3.15870 -0.19619 2.95267
C 2.33918 0.67895 -0.98619
C 2.66172 0.88409 0.50811
C 0.06379 1.34641 -4.18726
C 0.52687 0.95897 -5.44393
C 1.84539 0.44354 -5.27088
C 2.15514 0.56005 -3.91751
C 1.13255 4.39755 -1.70434
C 2.00732 5.37816 -2.10959
C 3.19732 4.72741 -2.59036
C 2.95721 3.35836 -2.54517
C 2.78172 -3.11939 1.11359
C 3.73163 -3.85941 0.42630
C 4.64012 -2.94157 -0.16867
C 4.22307 -1.67143 0.16004
C 4.41774 -0.70540 3.30858
C 4.94099 0.09385 4.31399
C 3.99455 1.13552 4.57224
C 2.91978 0.94293 3.73699
H 3.23308 0.94866 -1.56064
H 2.12258 -0.37090 -1.22064
H 3.76097 0.99466 0.64502
H 2.20210 1.80571 0.91154
H -0.88124 1.75274 -3.87419
H -0.01982 1.03788 -6.38388
H 2.50093 0.01901 -6.03000
H 3.06263 0.28544 -3.40239
H 0.16842 4.43914 -1.21134
H 1.84263 6.45749 -2.08136
H 4.13375 5.18764 -2.88636
H 3.58753 2.54367 -2.86022
H 1.92801 -3.42610 1.70688
H 3.75541 -4.94159 0.33585
H 5.49015 -3.17648 -0.79370
H 4.63322 -0.69798 -0.09203
H 4.82697 -1.59245 2.84359
H 5.88535 -0.05389 4.80391
H 4.09434 1.93412 5.28555
H 1.99573 1.48748 3.60151
O -5.14842 0.08970 -0.01689
C -5.20067 0.26903 1.20163
C -6.10456 -0.53508 2.11841
C -5.52894 -0.30871 3.50569
C -4.26636 0.52904 3.27874
O -3.27552 0.61629 3.97399
N -4.36409 1.06817 1.99397
H -7.13817 -0.17305 2.05121
H -6.12154 -1.59074 1.81511
H -6.25254 0.24569 4.12740
H -5.31032 -1.24144 4.04007
*
```

## Properties
Total energy in hartree: -2430.102290
ΔE to the lowest compared entry with this formula, charge and spin in eV: 0.924
LUMO energy (alpha / beta) in eV: -5.241 / -9.363

***

3.
# C31H39N6O3SV

C31H39N6O3SV as an isolated structure (ωB97M-V/def2-TZVPD, OMol25).

```
! RIJCOSX wB97M-V def2-TZVPD def2/J DEFGRID3
* xyz -1 2
V 0.78214 -1.14546 1.18110
C 1.08145 -5.27645 0.12280
C 1.33449 -3.90807 0.65885
N 0.31319 -3.05951 0.89209
O -0.92513 -3.63242 0.61868
C 2.57933 -3.38540 1.02366
C 3.82310 -4.19703 1.18840
N 2.55079 -2.07670 1.36677
O 3.20268 -1.85811 2.63019
H 0.33155 -5.25627 -0.66685
H 0.70480 -5.94773 0.89836
H 1.99849 -5.70635 -0.27628
H -1.50699 -2.85403 0.55634
H 3.94754 -4.90809 0.37043
H 3.81897 -4.76724 2.12251
H 4.69328 -3.54432 1.21479
C 3.33835 2.29711 0.23933
C 2.16138 1.71377 -0.54050
C 0.86904 2.39911 -0.17415
C 0.40370 3.41101 -0.99569
C -0.70509 4.17747 -0.65585
C -1.33647 3.91607 0.54402
C -0.91698 2.89712 1.39505
C -1.71579 2.69274 2.66409
C -1.44912 3.75775 3.72864
C 0.19778 2.09508 1.04186
N 0.63096 1.00779 1.78685
C 0.76186 1.16236 3.14545
C 1.04564 0.04461 3.85391
C 1.85672 -0.19668 5.02345
C 2.43979 -1.39798 4.91982
C 2.06748 -1.99284 3.59453
N 1.02399 -1.15133 3.10230
H 4.28380 1.85252 -0.07570
H 3.21016 2.09310 1.30342
H 3.40990 3.37960 0.10527
H 2.11222 0.65151 -0.33210
H 2.32667 1.82016 -1.61758
H 0.93653 3.61096 -1.91890
H -1.05603 4.96615 -1.31006
H -2.19960 4.50640 0.83784
H -1.53813 1.69653 3.06396
H -2.77805 2.73799 2.40913
H -0.40981 3.74642 4.05326
H -2.07659 3.60679 4.60950
H -1.65405 4.75791 3.34092
H 0.76151 2.15299 3.58235
H 2.01347 0.51370 5.82296
H 3.13131 -1.83945 5.62055
H 1.80725 -3.05779 3.57576
C -3.59639 0.92499 -3.62412
C -2.96690 1.73551 -2.49898
N -3.02083 1.06894 -1.19498
C -4.07050 1.53238 -0.28924
C -5.42954 0.95290 -0.64201
C -2.11012 0.14094 -0.85819
S -2.09306 -0.58709 0.67808
N -1.30374 -0.17727 -1.93942
C -0.09504 -0.68083 -1.79969
O 0.61330 -0.76627 -0.75591
C 0.58268 -1.20451 -3.06199
C 1.87111 -1.71338 -2.97323
C 2.48638 -2.22088 -4.11249
C 1.81070 -2.21883 -5.32437
C 0.52014 -1.71048 -5.41178
C -0.09456 -1.20029 -4.27653
H -3.21510 1.26613 -4.58753
H -4.68243 1.01305 -3.64378
H -3.33720 -0.12625 -3.51804
H -3.47515 2.69130 -2.36280
H -1.92575 1.95896 -2.72686
H -4.07473 2.62412 -0.32463
H -3.79146 1.23911 0.71533
H -5.71314 1.16873 -1.67161
H -6.20000 1.37100 0.00791
H -5.42417 -0.12901 -0.50920
H 2.37357 -1.71789 -2.01401
H 3.49140 -2.61741 -4.04478
H 2.29063 -2.61884 -6.20998
H -0.00790 -1.71105 -6.35656
H -1.09560 -0.79327 -4.31419
*
```

## Properties
Total energy in hartree: -3101.127119
LUMO energy (alpha / beta) in eV: 2.628 / 2.624

***

> Among the records above, which one has the highest total energy?

C31H39N5O2P2Pt

***

What did the third record say?
# C31H39N6O3SV

C31H39N6O3SV as an isolated structure (ωB97M-V/def2-TZVPD, OMol25).

```
! RIJCOSX wB97M-V def2-TZVPD def2/J DEFGRID3
* xyz -1 2
V 0.78214 -1.14546 1.18110
C 1.08145 -5.27645 0.12280
C 1.33449 -3.90807 0.65885
N 0.31319 -3.05951 0.89209
O -0.92513 -3.63242 0.61868
C 2.57933 -3.38540 1.02366
C 3.82310 -4.19703 1.18840
N 2.55079 -2.07670 1.36677
O 3.20268 -1.85811 2.63019
H 0.33155 -5.25627 -0.66685
H 0.70480 -5.94773 0.89836
H 1.99849 -5.70635 -0.27628
H -1.50699 -2.85403 0.55634
H 3.94754 -4.90809 0.37043
H 3.81897 -4.76724 2.12251
H 4.69328 -3.54432 1.21479
C 3.33835 2.29711 0.23933
C 2.16138 1.71377 -0.54050
C 0.86904 2.39911 -0.17415
C 0.40370 3.41101 -0.99569
C -0.70509 4.17747 -0.65585
C -1.33647 3.91607 0.54402
C -0.91698 2.89712 1.39505
C -1.71579 2.69274 2.66409
C -1.44912 3.75775 3.72864
C 0.19778 2.09508 1.04186
N 0.63096 1.00779 1.78685
C 0.76186 1.16236 3.14545
C 1.04564 0.04461 3.85391
C 1.85672 -0.19668 5.02345
C 2.43979 -1.39798 4.91982
C 2.06748 -1.99284 3.59453
N 1.02399 -1.15133 3.10230
H 4.28380 1.85252 -0.07570
H 3.21016 2.09310 1.30342
H 3.40990 3.37960 0.10527
H 2.11222 0.65151 -0.33210
H 2.32667 1.82016 -1.61758
H 0.93653 3.61096 -1.91890
H -1.05603 4.96615 -1.31006
H -2.19960 4.50640 0.83784
H -1.53813 1.69653 3.06396
H -2.77805 2.73799 2.40913
H -0.40981 3.74642 4.05326
H -2.07659 3.60679 4.60950
H -1.65405 4.75791 3.34092
H 0.76151 2.15299 3.58235
H 2.01347 0.51370 5.82296
H 3.13131 -1.83945 5.62055
H 1.80725 -3.05779 3.57576
C -3.59639 0.92499 -3.62412
C -2.96690 1.73551 -2.49898
N -3.02083 1.06894 -1.19498
C -4.07050 1.53238 -0.28924
C -5.42954 0.95290 -0.64201
C -2.11012 0.14094 -0.85819
S -2.09306 -0.58709 0.67808
N -1.30374 -0.17727 -1.93942
C -0.09504 -0.68083 -1.79969
O 0.61330 -0.76627 -0.75591
C 0.58268 -1.20451 -3.06199
C 1.87111 -1.71338 -2.97323
C 2.48638 -2.22088 -4.11249
C 1.81070 -2.21883 -5.32437
C 0.52014 -1.71048 -5.41178
C -0.09456 -1.20029 -4.27653
H -3.21510 1.26613 -4.58753
H -4.68243 1.01305 -3.64378
H -3.33720 -0.12625 -3.51804
H -3.47515 2.69130 -2.36280
H -1.92575 1.95896 -2.72686
H -4.07473 2.62412 -0.32463
H -3.79146 1.23911 0.71533
H -5.71314 1.16873 -1.67161
H -6.20000 1.37100 0.00791
H -5.42417 -0.12901 -0.50920
H 2.37357 -1.71789 -2.01401
H 3.49140 -2.61741 -4.04478
H 2.29063 -2.61884 -6.20998
H -0.00790 -1.71105 -6.35656
H -1.09560 -0.79327 -4.31419
*
```

## Properties
Total energy in hartree: -3101.127119
LUMO energy (alpha / beta) in eV: 2.628 / 2.624